# 1
Here is 2 unconnected molecules or ions with the total composition C4H10O from OMol25. Energies are from wB97M-V/def2-TZVPD.

LUMO level in eV: -3.4254
Energy above the lowest of the compared OMol25 structures with the same formula, charge and spin in eV: 6.785
HOMO level in eV: -11.3
Kohn-Sham gap in eV: 7.83

Last column: natural (NBO) charge in e.
Element x y z (Å)
C (0.836, 0.393, -1.346)  -0.634
C (0.062, -0.772, -0.702)  -0.292
C (0.162, -0.791, 0.810)  -0.414
C (-0.277, 0.508, 1.476)  -0.622
O (-2.062, 0.909, -0.914)  -0.241
H (0.479, 0.497, -2.373)  0.221
H (0.444, 1.313, -0.906)  0.227
H (1.924, 0.404, -1.323)  0.217
H (0.153, -1.751, -1.173)  0.226
H (-1.026, -0.528, -0.853)  0.225
H (1.138, -1.091, 1.210)  0.221
H (-0.594, 0.227, 2.484)  0.211
H (-1.134, 0.908, 0.889)  0.244
H (0.471, 1.294, 1.560)  0.205
H (-0.576, -1.520, 1.160)  0.204

# 2
Here is a molecular structure, C24H44BNP2Ti from OMol25. Energies are from wB97M-V/def2-TZVPD.

LUMO level (spin up / spin down) in eV: -4.5140 / -4.5257
Total charge: +1
2S+1: 2
Energy above the lowest of the compared OMol25 structures with the same formula, charge and spin in eV: 0.000
⟨S²⟩: 0.754
HOMO level (spin up / spin down) in eV: -10.2 / -10.3
Kohn-Sham gap (spin up / spin down) in eV: 5.69 / 5.77

Last column: Löwdin spin population.
Element x y z (Å)
Ti (-0.402, 0.168, -0.035)  -0.003
C (1.786, 1.661, 1.388)  0.001
C (0.737, 2.187, 0.520)  0.002
C (-0.105, 1.786, 2.679)  0.002
C (1.238, 1.370, 2.662)  0.001
C (-0.448, 2.307, 1.391)  0.000
C (3.249, 1.725, 1.158)  0.001
H (3.512, 2.266, 0.240)  0.000
H (3.710, 0.714, 1.107)  0.000
H (3.735, 2.247, 1.996)  0.000
C (1.985, 0.829, 3.827)  0.000
H (3.000, 0.541, 3.539)  0.000
H (1.484, -0.044, 4.263)  0.000
H (2.062, 1.594, 4.612)  0.000
C (-0.982, 1.788, 3.872)  0.000
H (-0.482, 2.294, 4.712)  0.000
H (-1.221, 0.767, 4.202)  0.000
H (-1.916, 2.319, 3.665)  0.000
C (-1.524, 3.311, 1.191)  0.000
H (-1.417, 4.163, 1.882)  0.000
H (-2.519, 2.882, 1.392)  0.000
H (-1.531, 3.727, 0.177)  0.000
C (0.927, 2.945, -0.755)  0.000
H (0.876, 4.028, -0.547)  0.000
H (0.130, 2.707, -1.483)  0.000
H (1.901, 2.722, -1.201)  0.000
C (0.566, -2.614, -1.496)  0.080
C (1.395, -2.237, -2.622)  0.597
C (0.847, -1.740, -3.871)  0.100
C (-0.352, -0.776, -3.816)  0.014
C (-0.645, -0.082, -2.486)  0.002
C (-2.036, -0.567, -2.057)  0.000
C (-2.149, -2.090, -1.864)  0.000
C (-0.914, -3.006, -1.823)  0.008
H (0.557, -2.611, -4.493)  0.041
H (-1.280, -1.279, -4.094)  0.000
H (1.662, -1.254, -4.483)  0.007
H (-0.884, -3.535, -2.788)  0.000
H (1.007, -3.528, -1.011)  0.013
H (2.458, -2.543, -2.637)  0.021
H (-1.161, -3.805, -1.113)  0.001
H (-2.731, -2.302, -0.969)  0.000
H (-2.708, -0.240, -2.873)  0.000
H (-2.748, -2.455, -2.699)  0.000
H (-0.212, 0.056, -4.510)  0.001
H (-0.570, 1.020, -2.516)  0.000
P (2.561, -0.878, -0.280)  0.010
C (3.237, -2.523, -0.012)  0.000
C (3.049, -0.002, -1.882)  0.020
P (-2.743, 0.396, -0.671)  0.001
C (0.816, -1.440, -0.559)  0.055
C (-3.286, 1.977, -1.356)  0.000
C (-3.999, -0.499, 0.237)  0.000
H (2.736, -2.902, 0.903)  0.000
H (4.315, -2.433, 0.171)  0.000
H (3.043, -3.237, -0.825)  -0.001
H (2.242, 0.019, -2.642)  0.006
H (3.939, -0.493, -2.299)  0.000
H (3.305, 1.042, -1.636)  0.003
H (-4.239, -1.454, -0.259)  0.000
H (-4.914, 0.117, 0.280)  0.000
H (-3.605, -0.713, 1.257)  0.000
H (0.329, -1.649, 0.410)  0.004
H (0.122, -0.460, -1.764)  0.003
H (-3.762, 2.583, -0.562)  0.000
H (-3.987, 1.793, -2.172)  0.000
H (-2.424, 2.556, -1.741)  0.000
B (-0.741, -1.692, 4.352)  0.000
C (-0.772, -1.237, 2.877)  0.002
N (-0.830, -0.853, 1.756)  0.001
H (-0.070, -0.918, 5.041)  0.000
H (-0.286, -2.845, 4.408)  0.000
H (-1.927, -1.668, 4.738)  0.000

# 3
Here is a molecular structure, C31H30CeClFN3O5 from OMol25. Energies are from wB97M-V/def2-TZVPD.

LUMO level in eV: -5.1442
Total charge: +2
2S+1: 2
Energy above the lowest of the compared OMol25 structures with the same formula, charge and spin in eV: 0.269
⟨S²⟩: 0.751
HOMO level in eV: -12.7
Kohn-Sham gap in eV: 7.59

Last column: Löwdin spin population.
Element x y z (Å)
Ce (-3.521, -0.220, -0.049)  1.009
C (-4.064, -0.337, 3.684)  0.001
C (-4.939, -0.301, 2.436)  0.001
C (-5.417, 0.939, 2.014)  -0.001
C (-6.253, 1.028, 0.904)  0.000
C (-6.748, -0.120, 0.259)  -0.002
C (-6.175, -1.359, 0.636)  -0.001
C (-5.297, -1.485, 1.715)  0.000
H (-4.737, -0.462, 4.628)  0.000
H (-3.504, 0.576, 3.719)  0.000
H (-3.321, -1.196, 3.581)  0.000
H (-5.228, 1.851, 2.539)  0.000
H (-6.605, 1.974, 0.527)  0.000
H (-7.509, -0.089, -0.539)  0.000
H (-6.452, -2.286, 0.102)  0.000
H (-4.747, -2.400, 1.978)  0.000
F (3.430, 2.860, 0.428)  0.000
C (3.101, 1.596, 0.171)  0.000
C (1.760, 1.188, 0.105)  0.000
C (1.431, -0.146, -0.121)  0.000
C (-0.034, -0.555, -0.048)  0.000
O (-0.944, 0.317, 0.026)  -0.001
C (-0.250, -2.017, 0.023)  0.000
C (0.772, -2.856, 0.435)  0.000
N (2.121, -2.468, 0.563)  0.000
C (3.103, -3.461, 0.840)  0.000
C (3.156, -3.890, 2.336)  0.000
C (2.769, -4.850, 1.249)  0.000
C (2.459, -1.106, 0.191)  0.000
C (3.775, -0.732, 0.142)  0.000
C (4.182, 0.621, 0.128)  0.000
N (5.513, 0.967, 0.162)  0.000
C (6.484, 0.357, -0.709)  0.000
C (7.765, -0.110, -0.073)  0.000
N (8.060, 0.616, 1.235)  0.000
C (7.445, 1.954, 1.309)  0.000
C (5.907, 1.911, 1.136)  0.000
C (-1.719, -2.372, 0.080)  0.000
O (-2.288, -2.696, 1.181)  -0.001
O (-2.363, -2.154, -1.032)  -0.002
H (1.007, 1.964, 0.221)  0.000
H (0.552, -3.935, 0.384)  0.000
H (4.146, -3.276, 0.458)  0.000
H (2.347, -3.394, 2.916)  0.000
H (4.179, -4.024, 2.732)  0.000
H (1.709, -5.102, 1.257)  0.000
H (3.534, -5.500, 0.871)  0.000
H (4.585, -1.462, 0.256)  0.000
H (6.746, 1.116, -1.498)  0.000
H (6.141, -0.494, -1.309)  0.000
H (8.600, 0.118, -0.722)  0.000
H (7.729, -1.181, 0.115)  0.000
H (9.083, 0.643, 1.374)  0.000
H (7.648, 0.029, 2.020)  0.000
H (7.888, 2.595, 0.560)  0.000
H (7.729, 2.411, 2.287)  0.000
H (5.556, 2.900, 0.805)  0.000
H (5.388, 1.753, 2.067)  0.000
Cl (-6.988, 4.728, -6.217)  0.000
C (-6.295, 3.684, -4.992)  0.000
C (-5.273, 4.169, -4.180)  0.000
C (-4.657, 3.342, -3.211)  0.000
C (-5.037, 1.973, -3.113)  0.000
C (-6.017, 1.505, -3.952)  0.000
C (-6.545, 2.281, -4.966)  0.000
C (-4.372, 1.131, -2.080)  0.001
O (-4.664, -0.105, -2.058)  -0.001
O (-3.556, 1.680, -1.233)  -0.003
H (-4.981, 5.238, -4.318)  0.000
H (-3.841, 3.765, -2.654)  0.000
H (-6.319, 0.469, -3.914)  0.000
H (-7.143, 1.889, -5.797)  0.000

# 4
Here is a molecular structure, CH4NO2S2 from OMol25. Energies are from wB97M-V/def2-TZVPD.

LUMO level in eV: 3.5792
Total charge: -1
Energy above the lowest of the compared OMol25 structures with the same formula, charge and spin in eV: 3.909
HOMO level in eV: -4.0
Kohn-Sham gap in eV: 7.59

Last column: natural (NBO) charge in e.
Element x y z (Å)
C (-0.029, -1.767, 0.231)  -0.499
N (-0.563, 1.865, -0.895)  -1.239
O (1.269, 0.625, -0.131)  -0.943
O (-0.819, 0.737, 1.378)  -0.995
S (-0.685, -2.792, -0.923)  -0.275
S (-0.348, 0.476, 0.013)  1.711
H (1.003, -1.368, 0.233)  0.216
H (-0.524, -1.762, 1.119)  0.179
H (-1.346, 1.790, -1.507)  0.333
H (1.329, 1.300, -0.803)  0.513

# 5
Here is a gas-phase ion, C5H8N (charge +1) from OMol25. Energies are from wB97M-V/def2-TZVPD.

LUMO level in eV: -4.4842
Total charge: +1
Energy above the lowest of the compared OMol25 structures with the same formula, charge and spin in eV: 4.120
HOMO level in eV: -13.7
Kohn-Sham gap in eV: 9.18

Last column: Löwdin charge in e.
Element x y z (Å)
C (1.198, 1.516, 0.139)  0.240
C (1.248, 0.138, 0.148)  -0.093
C (-1.513, 0.718, -0.117)  -0.167
C (-0.002, 0.805, -0.017)  0.047
C (2.201, -0.931, 0.151)  -0.024
N (-2.426, -0.417, 0.340)  0.030
H (1.618, 2.428, 0.257)  0.108
H (-1.737, 1.747, 0.406)  0.162
H (-1.838, 0.808, -1.154)  0.128
H (2.529, -1.128, 1.191)  0.113
H (3.296, -0.612, -0.200)  0.158
H (1.829, -1.932, -0.368)  0.149
H (-3.250, -0.435, -0.273)  0.095
H (-1.820, -1.197, 0.456)  0.055

# 6
Here is 5 unconnected molecules or ions with the total composition C38H65N3O20S4 from OMol25. Energies are from wB97M-V/def2-TZVPD.

LUMO level in eV: 0.0665
SMILES string: COCCCCCCCO[C@H](CCCNCc1ccccc1O)[C@H](N)CCCNCc1ccccc1O.O=S1(=O)OCCO1.O=S1(=O)OCCO1.O=S1(=O)OCCO1.O=S1(=O)OCCO1
HOMO level in eV: -8.3
Kohn-Sham gap in eV: 8.32

Last column: Löwdin charge in e.
Element x y z (Å)
C (3.668, -4.017, 1.159)  -0.131
O (3.213, -5.358, 0.845)  -0.225
C (1.890, -5.367, 0.265)  -0.235
C (1.893, -5.525, -1.350)  -0.171
C (0.725, -4.588, -1.985)  -0.201
C (1.066, -3.031, -1.671)  -0.213
C (1.010, -2.096, -2.973)  -0.197
C (-0.348, -2.192, -3.817)  -0.153
C (-1.556, -1.299, -3.236)  -0.197
O (-1.208, 0.098, -3.088)  -0.145
C (-1.088, 0.487, -1.698)  -0.298
C (-2.476, 1.135, -1.231)  -0.126
C (-2.443, 1.601, 0.302)  -0.188
C (-3.813, 2.224, 0.846)  -0.230
N (-4.866, 1.218, 1.167)  -0.089
C (-4.419, 0.210, 2.167)  -0.192
C (-4.460, -1.273, 1.526)  -0.077
C (-3.266, -2.272, 1.642)  -0.040
C (-3.338, -3.702, 1.059)  -0.086
C (-4.635, -4.172, 0.323)  -0.078
C (-5.833, -3.209, 0.139)  -0.006
C (-5.717, -1.772, 0.751)  -0.174
O (-6.862, -0.912, 0.551)  -0.078
C (0.207, 1.420, -1.503)  -0.302
N (0.865, 1.145, -0.166)  0.048
C (-0.025, 2.976, -1.793)  -0.153
C (1.181, 3.908, -1.205)  -0.170
C (2.644, 3.363, -1.575)  -0.240
N (3.423, 3.275, -0.303)  -0.102
C (4.813, 2.781, -0.522)  -0.189
C (5.146, 1.438, 0.292)  -0.080
C (5.965, 0.333, -0.457)  -0.024
C (6.293, -1.005, 0.272)  -0.096
C (5.827, -1.307, 1.718)  -0.101
C (5.032, -0.215, 2.476)  0.004
C (4.715, 1.138, 1.746)  -0.170
O (3.984, 2.102, 2.516)  -0.098
H (2.829, -3.256, 1.306)  0.093
H (4.219, -4.080, 2.175)  0.091
H (4.450, -3.670, 0.401)  0.084
H (1.373, -6.325, 0.660)  0.127
H (1.221, -4.500, 0.625)  0.113
H (1.688, -6.620, -1.658)  0.109
H (2.928, -5.209, -1.759)  0.120
H (0.668, -4.765, -3.119)  0.105
H (-0.250, -4.888, -1.460)  0.110
H (2.165, -3.015, -1.305)  0.103
H (0.437, -2.652, -0.787)  0.098
H (1.310, -1.025, -2.688)  0.094
H (1.854, -2.470, -3.673)  0.119
H (-0.104, -1.777, -4.870)  0.122
H (-0.671, -3.288, -3.949)  0.110
H (-2.392, -1.338, -4.035)  0.100
H (-1.998, -1.788, -2.303)  0.132
H (-0.922, -0.441, -1.022)  0.137
H (-2.697, 2.052, -1.891)  0.120
H (-3.343, 0.398, -1.445)  0.132
H (-1.637, 2.422, 0.434)  0.101
H (-2.055, 0.705, 0.913)  0.101
H (-4.248, 2.914, 0.031)  0.125
H (-3.540, 2.913, 1.735)  0.117
H (-5.655, 1.771, 1.556)  0.113
H (-3.366, 0.405, 2.586)  0.113
H (-5.120, 0.203, 3.077)  0.127
H (-2.320, -1.940, 2.182)  0.087
H (-2.484, -4.451, 1.144)  0.077
H (-4.754, -5.233, -0.101)  0.087
H (-6.789, -3.522, -0.410)  0.101
H (-6.775, -0.632, -0.397)  0.050
H (0.981, 1.059, -2.284)  0.125
H (0.278, 1.477, 0.610)  0.063
H (1.013, 0.128, -0.147)  0.070
H (-0.086, 3.147, -2.928)  0.126
H (-0.984, 3.413, -1.350)  0.094
H (1.017, 3.923, -0.065)  0.107
H (0.980, 4.969, -1.572)  0.105
H (2.652, 2.402, -2.199)  0.109
H (3.140, 4.185, -2.222)  0.122
H (2.895, 2.655, 0.334)  0.066
H (5.594, 3.600, -0.291)  0.123
H (4.907, 2.502, -1.642)  0.111
H (6.329, 0.505, -1.524)  0.092
H (6.891, -1.829, -0.265)  0.086
H (6.089, -2.316, 2.200)  0.088
H (4.686, -0.404, 3.541)  0.097
H (3.090, 1.689, 2.615)  0.117
C (5.024, 2.526, 7.586)  -0.170
C (5.408, 3.888, 7.030)  -0.173
O (4.931, 3.888, 5.686)  -0.179
S (3.586, 2.988, 5.600)  0.682
O (2.452, 3.863, 5.667)  -0.224
O (3.763, 2.022, 4.555)  -0.249
O (3.737, 2.242, 7.036)  -0.191
H (5.718, 1.752, 7.246)  0.121
H (4.983, 2.523, 8.676)  0.136
H (6.484, 4.060, 7.056)  0.126
H (4.899, 4.693, 7.570)  0.133
C (8.919, 2.270, 2.948)  -0.162
C (8.992, 0.835, 3.443)  -0.166
O (9.681, 0.910, 4.694)  -0.190
S (9.328, 2.322, 5.410)  0.650
O (8.275, 2.094, 6.357)  -0.239
O (10.553, 2.976, 5.753)  -0.222
O (8.688, 3.061, 4.116)  -0.188
H (9.869, 2.585, 2.506)  0.133
H (8.117, 2.416, 2.223)  0.134
H (9.522, 0.182, 2.750)  0.138
H (7.993, 0.431, 3.631)  0.122
C (-7.126, -1.735, -5.804)  -0.174
C (-6.491, -0.394, -6.135)  -0.177
O (-5.132, -0.514, -5.714)  -0.184
S (-4.653, -2.053, -5.902)  0.650
O (-3.949, -2.156, -7.145)  -0.225
O (-4.109, -2.513, -4.658)  -0.239
O (-6.123, -2.710, -6.097)  -0.189
H (-7.369, -1.805, -4.741)  0.115
H (-8.024, -1.923, -6.394)  0.138
H (-6.980, 0.435, -5.625)  0.113
H (-6.495, -0.211, -7.214)  0.134
C (-10.342, 1.191, -1.023)  -0.161
C (-10.220, 2.301, -2.055)  -0.167
O (-8.840, 2.314, -2.423)  -0.180
S (-8.256, 0.804, -2.334)  0.679
O (-8.279, 0.234, -3.649)  -0.223
O (-7.079, 0.823, -1.516)  -0.220
O (-9.470, 0.155, -1.480)  -0.179
H (-9.991, 1.522, -0.042)  0.138
H (-11.363, 0.819, -0.936)  0.139
H (-10.522, 3.271, -1.659)  0.139
H (-10.807, 2.075, -2.950)  0.134